[1]
# C3HBrClO3

A structure of composition C3HBrClO3 in a non-equilibrium geometry (ωB97M-V with the def2-TZVPD basis set, the Open Molecules 2025 dataset).

XYZ file:
```
9
Properties=species:S:1:pos:R:3:mulliken_charge:R:1
C 2.28442 1.58405 -3.41017 0.0344
C -1.72530 -0.49563 2.33250 0.7369
C 0.56499 0.07277 -0.44356 -0.3991
O -0.77766 0.07129 2.55670 -0.3294
O 2.23715 0.52850 -2.92808 -0.0513
O -2.73354 -1.02176 2.03852 -0.4291
Cl -1.15098 0.51730 -0.85112 -0.2975
Br 0.38958 -1.77892 0.20910 -0.3677
H 0.91133 0.52239 0.49611 0.1028
```

Its net charge is -1. As for the total energy: -91834.491 eV. Its spin multiplicity is 1. The calculation puts the energy relative to the best compared isomer or geometry (same formula, charge and spin) at 0.0 kcal/mol. As for the LUMO energy: 3.46 eV.



[2]
# C43H68IN11O8PS2

A cluster of 6 separate species, C43H68IN11O8PS2 in total in a non-equilibrium geometry (ωB97M-V with the def2-TZVPD basis set, the Open Molecules 2025 dataset).

XYZ file:
```
134
Properties=species:S:1:pos:R:3:mulliken_charge:R:1
C 4.34489 -4.14554 -0.64164 -0.7335
C 3.45728 -3.70179 -1.98132 -0.2367
C 1.84027 -3.64289 -1.68784 -0.6314
C 1.15124 -2.17053 -1.99689 -0.7178
C 0.06838 -1.83048 -0.80956 -0.2578
C 0.38471 -0.38873 -0.02157 -0.1514
O -0.72628 0.54694 -0.00960 -0.2340
C -1.70332 0.36152 1.05387 0.3109
C -2.79622 -0.87542 0.77493 -0.6158
C -3.89920 -0.58435 -0.37541 -0.8475
C -3.35951 -0.24062 -1.86973 -0.1163
C -4.09669 1.14968 -2.43563 -0.8995
C -3.03524 2.27436 -2.97866 -0.4368
C -3.26249 3.78419 -2.29664 -0.6873
C -1.99474 4.21078 -1.33521 -0.2140
S -1.06543 5.73819 -1.89254 -0.0925
C 0.22890 6.00021 -0.51514 0.3541
N 0.53348 7.23029 0.31224 -0.1325
N 1.54541 7.09967 1.29023 -0.3455
C 2.00740 5.64151 1.17127 0.0215
O 1.19164 5.05050 0.07016 -0.1998
C -2.57921 1.78945 1.07367 -0.5439
O -3.69515 1.69790 2.02725 -0.0667
N -4.71895 2.49202 1.59603 0.0911
O -5.75994 2.04158 2.10520 -0.3597
N -1.13518 0.00072 2.41984 0.7657
S -0.44983 1.32754 3.28826 1.0970
C 0.70256 0.68908 4.67367 -0.2784
O -1.49954 2.21728 4.06358 -0.6652
O 0.44266 2.21186 2.37480 -0.6112
C 0.00721 -1.02837 2.26209 -1.2762
N -0.14762 -2.18613 2.96760 0.2765
C -1.31737 -2.50694 3.91277 -0.2430
O -0.96519 -2.23165 5.32611 -0.3570
C -2.20658 -2.50837 6.09506 -0.6395
C -2.75920 -1.00602 6.57832 0.0343
C -1.98928 -0.67558 7.99717 -0.9102
N 1.08089 -0.61902 1.31283 1.0985
P 2.49033 -1.66544 1.19899 -0.1591
O 3.52124 -1.07046 -0.12112 -0.4510
I 3.98005 -1.52323 3.17526 -0.0754
H 4.90821 -5.18419 -0.80128 0.3182
H 3.65238 -4.32795 0.31359 0.1816
H 5.12273 -3.33069 -0.31743 0.0002
H 3.64727 -4.56831 -2.77894 0.1404
H 3.90596 -2.71264 -2.43071 0.3128
H 1.32561 -4.47659 -2.36940 0.3456
H 1.68850 -4.01118 -0.57754 0.3754
H 0.54571 -2.31675 -3.01532 0.2493
H 1.92868 -1.31694 -2.21382 0.3596
H 0.06392 -2.68765 0.02142 0.3047
H -0.99461 -1.86186 -1.29695 0.1718
H 1.22551 0.11236 -0.70940 0.4228
H -3.39688 -0.94620 1.80635 0.3020
H -2.28494 -1.92075 0.65287 0.2624
H -4.57566 -1.56375 -0.47025 0.4518
H -4.65288 0.25296 0.01983 0.2569
H -2.20279 -0.19990 -2.01462 -0.0774
H -3.75034 -1.09744 -2.60371 0.4625
H -4.80790 0.84830 -3.34558 0.4350
H -4.79267 1.65478 -1.64220 0.3105
H -1.91068 1.93371 -2.89464 0.2449
H -3.27233 2.42693 -4.13666 0.3152
H -3.47034 4.61626 -3.09965 0.4816
H -4.22061 3.77977 -1.58498 0.2372
H -1.29316 3.27108 -1.26605 -0.0451
H -2.38030 4.43905 -0.22899 0.2986
H 2.86649 5.08506 1.77863 0.2994
H -1.87372 2.73708 1.25025 0.6683
H -3.07185 2.01901 0.01006 -0.4361
H 1.60625 0.07102 4.26460 -0.0668
H 1.16632 1.68390 5.14281 0.4615
H 0.11220 0.15223 5.53666 0.0106
H 0.57096 -2.93302 2.87462 0.4109
H -1.45982 -3.69043 3.84898 0.2746
H -2.33604 -2.04605 3.56973 0.3208
H -3.06665 -2.98055 5.44975 0.3554
H -2.00946 -3.22706 7.02633 0.3107
H -3.92735 -0.98954 6.64782 0.3503
H -2.32213 -0.25006 5.76954 -0.0839
H -0.85393 -0.39294 7.82616 0.1944
H -2.59847 0.17501 8.54157 0.3230
H -1.98228 -1.69326 8.61916 0.2747
H 3.35151 -0.09581 -0.27881 0.3530
N -0.73717 6.72318 -5.19485 0.1937
C -1.54241 6.17151 -6.15703 -0.4029
C -1.42233 6.93109 -7.29932 -0.5283
C -0.50795 7.97414 -7.01792 -0.6126
C -0.09835 7.81988 -5.71241 -0.2959
H -0.63030 6.37500 -4.25093 0.1120
H -2.13155 5.28899 -5.94660 0.3531
H -1.93673 6.75247 -8.23464 0.3886
H -0.18273 8.75348 -7.69494 0.3972
H 0.59016 8.39588 -5.10863 0.3843
N -1.79206 10.23935 -2.98431 0.0484
C -0.60842 9.80503 -2.44682 -0.2676
C 0.26621 10.86845 -2.42822 -0.5740
C -0.41592 11.98492 -2.96807 -0.3907
C -1.68572 11.56883 -3.30034 -0.5614
H -2.61544 9.66847 -3.12488 0.1989
H -0.48964 8.77880 -2.12592 0.3551
H 1.28504 10.84315 -2.06397 0.3948
H -0.02336 12.98496 -3.09963 0.3906
H -2.52006 12.10325 -3.73467 0.3924
N 2.19621 -6.07212 -5.48964 0.0143
C 1.99185 -4.71773 -5.44064 -0.6792
C 0.72707 -4.46048 -5.92059 -0.3316
C 0.14600 -5.70407 -6.26567 -0.4592
C 1.07394 -6.68231 -5.98655 -0.5168
H 3.04232 -6.54712 -5.20310 0.2308
H 2.76242 -4.05460 -5.07093 0.5077
H 0.27164 -3.48287 -6.01115 0.4527
H -0.84312 -5.86840 -6.67325 0.3943
H 1.03232 -7.75738 -6.09992 0.3946
N 8.07027 -4.83656 -0.94000 0.0119
C 8.40709 -5.36883 -2.15728 -0.4335
C 9.22651 -6.45310 -1.93568 -0.4181
C 9.38466 -6.58285 -0.53518 -0.4454
C 8.65762 -5.57354 0.05528 -0.4061
H 7.47993 -4.02722 -0.79823 0.2052
H 8.03713 -4.93072 -3.07456 0.3654
H 9.66223 -7.08331 -2.70008 0.3855
H 9.96577 -7.33228 -0.01350 0.3835
H 8.50942 -5.31658 1.09565 0.3569
N -2.00507 -6.11718 6.45053 0.0530
C -0.99776 -6.58548 7.25338 -0.2735
C -1.44589 -7.72967 7.87485 -0.5801
C -2.76794 -7.96288 7.42647 -0.5095
C -3.08670 -6.95369 6.54564 -0.4238
H -1.95744 -5.28511 5.87692 0.2585
H -0.05145 -6.06498 7.31479 0.3603
H -0.88115 -8.33202 8.57454 0.3864
H -3.41729 -8.77948 7.71455 0.3887
H -3.98867 -6.75901 5.98092 0.3495
```

Its net charge is +1. As for the total energy: -117495.773 eV. Its spin multiplicity is 1. As for the LUMO energy: -5.42 eV.



[3]
# C10H19N2O4S

A cluster of 3 separate species, C10H19N2O4S in total in a non-equilibrium geometry (ωB97M-V with the def2-TZVPD basis set, the Open Molecules 2025 dataset).

XYZ file:
```
36
Properties=species:S:1:pos:R:3:mulliken_charge:R:1
C 6.82856 -3.78467 -1.87325 -0.5985
N 5.95313 -4.74196 -1.27474 -0.5853
N 4.78993 -4.92700 -2.19619 -0.2312
C 4.03224 -4.00403 -2.16341 0.3090
S 3.34356 -2.57699 -2.33491 -0.4521
H 7.60165 -3.59599 -1.14228 0.2546
H 6.37947 -2.80398 -2.09148 0.1392
H 7.31050 -4.14434 -2.79934 0.1633
O 1.61463 0.48913 -3.28533 -0.5506
C 1.03054 0.95864 -2.35772 0.7196
O 1.75184 1.57029 -1.38765 -0.3566
C 1.15747 2.28206 -0.31259 -0.4993
C 0.78993 1.36100 0.83216 -0.7421
C -0.46681 0.81332 -2.19347 -0.8778
H 0.30608 2.87257 -0.65922 0.3523
H 1.91896 2.99031 0.01266 0.3334
H 0.04287 0.62816 0.53278 0.1670
H 0.39078 1.93382 1.67155 0.2839
H 1.67141 0.81378 1.16523 0.3271
H -0.68283 -0.15438 -1.75343 0.2289
H -0.91406 0.86041 -3.18310 0.4206
H -0.93059 1.58723 -1.58825 0.2079
O -2.74382 -0.06236 -0.34662 -0.4845
C -3.33751 0.40398 0.57969 0.8073
O -2.63769 1.01612 1.55488 -0.3023
C -3.24792 1.74836 2.61543 -0.4510
C -3.65280 0.84952 3.76521 -1.0167
C -4.83636 0.25304 0.72072 -1.2012
H -4.08095 2.34608 2.24220 0.3570
H -2.48403 2.44893 2.94753 0.3430
H -4.40432 0.12117 3.46138 0.2768
H -4.05941 1.44082 4.58587 0.3755
H -2.78907 0.29364 4.12744 0.3091
H -5.04764 -0.72285 1.15426 0.2832
H -5.27418 0.29878 -0.27224 0.3231
H -5.31089 1.02307 1.32455 0.3675
```

Its net charge is -1. As for the total energy: -32681.016 eV. Its spin multiplicity is 1. As for the LUMO energy: 1.78 eV.